Entry 1:
ORCA calculation (wB97M-V/def2-TZVPD) on 2 unconnected molecules or ions with the total composition ClHOS at a distorted geometry.

XYZ file:
```
4
Properties=species:S:1:pos:R:3:forces:R:3:nbo_charge:R:1
Cl 0.791 1.310 1.490 -0.3228 2.3976 1.2000 0.388
S -0.468 -0.138 -1.258 2.3637 1.5600 1.4533 0.072
H -1.253 -1.133 -1.006 -0.7844 -1.2376 0.6595 0.097
O 0.930 -0.038 0.774 -1.2565 -2.7201 -3.3129 -0.557
```
Positions in Å, forces in eV/Å.

## Properties
* highest occupied orbital energy (alpha / beta): -10.062 / -10.037 eV
* HOMO-LUMO gap (alpha / beta): 6.78 / 6.76 eV
* total charge: 0
* energy relative to the best compared isomer or geometry (same formula, charge and spin): 3.355 eV

Entry 2:
ORCA calculation (wB97M-V/def2-TZVPD) on C3H4N2S in the gas phase at a distorted geometry.

XYZ file:
```
10
Properties=species:S:1:pos:R:3:forces:R:3:nbo_charge:R:1
C -0.730 0.779 1.249 -1.5162 1.0506 1.8422 -0.275
H 1.039 -0.713 2.258 -2.1318 1.0475 -0.0947 0.226
C 0.056 -0.227 -0.939 0.5209 -0.8244 0.5194 -0.145
H 0.778 0.218 -2.872 -0.1020 -1.6910 1.9643 0.330
N 0.637 -0.513 -2.052 0.0511 4.1513 -3.3053 -0.733
C 0.015 -0.246 1.968 1.0483 -0.9798 -1.2819 0.023
H 0.908 -1.402 -2.333 0.1724 -1.9293 -0.1118 0.385
N -0.987 -0.689 1.318 0.6567 0.2988 1.3041 -0.263
H -1.486 1.447 1.866 1.7254 -1.0711 -1.7063 0.211
S -0.230 1.343 -0.464 -0.4248 -0.0527 0.8699 0.241
```
Positions in Å, forces in eV/Å.

## Properties
* highest occupied orbital energy: -7.912 eV
* HOMO-LUMO gap: 8.58 eV
* total charge: 0
* energy relative to the best compared isomer or geometry (same formula, charge and spin): 5.000 eV

Entry 3:
ORCA calculation (wB97M-V/def2-TZVPD) on C6H10O in the gas phase at a distorted geometry.

XYZ file:
```
17
Properties=species:S:1:pos:R:3:forces:R:3:nbo_charge:R:1
C -0.728 0.439 -0.875 1.6021 -3.8386 -1.2968 -0.120
H -0.433 0.806 1.285 -0.6173 0.4876 0.4569 0.230
H 1.747 -0.857 -0.326 0.2599 -0.2972 0.1529 0.236
H -0.474 -0.357 -1.591 0.6501 0.4207 0.6914 0.216
O 1.268 1.600 -1.151 -1.4519 -1.5458 1.0893 -0.529
C 0.065 -1.277 0.913 0.7831 0.5928 -1.4322 -0.353
H -0.349 2.033 -2.284 -0.2066 -0.0911 0.2063 0.149
H -0.300 -1.983 0.171 0.1377 -0.4891 0.0575 0.210
H -2.873 0.264 0.100 -1.0007 -0.3910 1.2379 0.174
H -0.273 -1.619 1.874 0.0096 -0.0030 0.5951 0.214
C 1.570 -1.048 0.736 -0.1987 0.8175 0.3427 -0.624
C -1.993 -0.349 0.045 1.1661 4.1894 -1.5334 0.055
H -0.517 2.509 -0.587 0.3582 0.2063 0.2030 0.149
H 2.191 -1.856 1.137 -0.2267 0.0029 -0.2697 0.218
C -0.730 0.041 0.586 0.1175 -2.2387 1.1401 -0.347
H 1.888 -0.102 1.220 -0.1972 -0.5455 -0.0469 0.217
C -0.059 1.756 -1.252 -1.1851 2.7228 -1.5940 -0.095
```
Positions in Å, forces in eV/Å.

## Properties
* highest occupied orbital energy: -8.818 eV
* HOMO-LUMO gap: 5.44 eV
* total charge: 0
* energy relative to the best compared isomer or geometry (same formula, charge and spin): 8.266 eV

Entry 4:
ORCA calculation (wB97M-V/def2-TZVPD) on 2 unconnected molecules or ions with the total composition C28H41ClF3INO3.

XYZ file:
```
78
Properties=species:S:1:pos:R:3:forces:R:3:lowdin_charge:R:1
C 0.618 -4.999 2.235 -0.0315 0.0026 -0.0527 -0.083
Cl -4.615 -3.630 -0.217 -0.0014 0.0014 0.0450 0.731
C -4.254 -0.715 -2.778 0.2193 0.1519 0.1264 -0.584
H -0.833 0.720 -3.211 -0.0037 0.0111 -0.0797 0.126
H -0.963 4.326 3.493 -0.0426 0.1830 0.0019 0.094
C 0.569 -2.459 -2.959 -0.0765 -0.1576 -0.2787 -0.048
H -0.842 -3.430 2.236 -0.0112 0.0273 0.0776 0.096
C 1.955 -5.328 2.407 0.0046 -0.0038 0.0030 -0.080
H -3.402 1.617 -1.886 -0.1159 -0.0310 -0.0161 0.192
H 1.004 2.317 4.651 -0.0127 -0.1283 0.0267 0.079
O -2.705 -4.174 -1.871 0.0174 0.1554 -0.0554 0.093
H -0.529 2.515 -2.022 -0.0531 -0.1371 -0.0827 0.118
H 1.620 -2.695 -3.118 0.0512 0.0586 0.0672 0.088
H -0.775 2.261 4.713 0.0477 -0.0010 0.1515 0.069
H 3.189 -2.255 3.102 0.0426 -0.0311 0.0542 0.096
C -0.136 0.083 -2.660 0.1673 -0.1692 -0.1184 -0.108
H 0.005 -3.268 -3.424 -0.0068 -0.0170 0.0196 0.093
H 2.871 -0.155 2.319 -0.0783 0.1240 0.1649 0.111
H 1.151 5.456 0.731 0.0546 -0.1210 -0.0515 0.115
H 0.809 -1.661 2.782 -0.0011 -0.0256 0.0106 0.096
C 0.197 -1.106 -3.605 0.1552 0.0941 -0.0766 -0.377
C 2.467 -3.021 2.846 -0.0721 -0.0066 -0.0824 -0.094
C -1.905 -1.271 -1.533 0.2704 -0.5076 -0.1753 -0.154
F -4.552 0.340 -3.536 -0.0741 0.1577 -0.1667 0.188
H 0.167 -0.020 0.693 -0.0451 0.0191 0.0012 0.055
H 3.494 0.625 -0.866 -0.0138 0.0927 -0.0820 0.141
H -1.432 3.989 1.437 -0.1171 -0.1195 -0.0401 0.075
H 0.228 2.280 0.753 -0.0529 -0.0302 0.0880 0.063
H 1.367 -1.315 -5.426 -0.0294 0.0574 -0.0658 0.091
H 1.945 -0.981 -1.594 -0.0882 -0.0285 -0.0373 0.089
F -5.276 -0.967 -1.985 -0.2551 -0.0768 0.3152 0.196
H 1.815 5.075 3.021 0.0776 -0.0566 -0.0114 0.114
C -3.011 -0.382 -1.951 -0.2581 0.6265 0.1727 -0.022
H 1.172 0.373 -4.892 -0.0765 -0.0072 -0.1620 0.084
C 1.131 -2.690 2.668 -0.0894 0.1303 0.0220 -0.105
C 0.057 4.050 3.758 0.3304 -0.4467 0.1348 -0.238
C -0.660 4.270 0.721 0.0763 0.0217 -0.0036 -0.220
H -0.103 -5.774 2.006 -0.0041 -0.0066 0.0060 0.106
C -1.567 1.037 -0.840 -0.0750 0.1789 0.3499 -0.606
C 1.045 4.408 2.632 -0.0726 0.1012 -0.1052 -0.199
C -2.198 -2.316 -0.440 -0.8311 -0.1835 0.0578 -0.123
C 2.490 0.725 -0.443 0.1256 -0.4643 -0.1095 -0.082
H 0.086 -1.649 0.160 -0.0293 0.0376 0.0098 0.084
C 0.087 2.555 4.114 -0.0175 0.3012 -0.3061 -0.109
O 3.307 2.237 1.190 0.0987 0.0019 0.0365 0.148
H -0.099 6.013 1.811 -0.0036 0.0143 -0.0560 0.118
H -1.882 3.114 -1.097 -0.0809 -0.0288 -0.0604 0.111
H 0.387 -2.522 -1.890 -0.0372 -0.0020 0.0762 0.064
H 2.273 -0.719 -4.052 0.0192 0.1221 0.0088 0.083
C -0.077 3.036 0.029 0.1781 0.1599 -0.2418 -0.226
H 0.754 0.700 -2.544 0.0274 -0.0331 0.1727 0.108
H 3.921 -4.598 2.852 0.0056 -0.0025 0.0054 0.108
F -4.015 -1.756 -3.544 0.0955 -0.3236 -0.2711 0.218
C 1.308 -0.655 -4.562 0.0784 -0.1691 0.2398 -0.061
C -1.015 2.448 -1.049 -0.0714 0.1244 0.0695 -0.189
C -3.045 -3.448 -0.999 -0.0097 -0.2159 -0.0844 -0.800
O 2.200 0.453 1.978 0.0805 -0.3350 -0.0554 0.053
H 2.013 1.527 -1.004 -0.0137 0.1007 0.0441 0.106
H -1.731 -1.886 -2.423 0.3644 0.0904 0.0313 0.135
H 1.566 3.510 2.297 0.0442 0.0190 0.0233 0.076
H 2.275 -6.357 2.312 0.0050 -0.0046 -0.0054 0.108
C -0.741 -0.235 -1.270 -0.4241 0.2717 0.2019 -0.303
H -1.272 -2.805 -0.146 0.1109 0.1011 -0.0430 0.110
C 0.205 -3.680 2.362 0.0560 -0.0495 -0.0599 -0.103
H -1.153 4.889 -0.035 0.0118 0.0193 -0.0343 0.116
H 2.282 -1.328 0.070 -0.0125 -0.0666 -0.0234 0.121
H -2.696 -1.925 0.441 0.1887 0.2355 0.0478 0.064
C 2.735 1.216 0.964 -0.0958 0.4517 -0.0945 -0.501
H 0.840 3.371 -0.462 0.0460 -0.1355 -0.0214 0.120
C 0.288 -0.641 -0.193 0.4126 -0.0951 -0.2381 -0.133
H 0.340 4.606 4.652 -0.2708 0.1429 0.0267 0.105
H 0.078 1.957 3.199 -0.0022 -0.0943 0.0214 0.020
H -0.681 -1.277 -4.235 -0.1224 0.0236 0.1177 0.128
C 2.880 -4.340 2.711 0.0452 0.0077 0.0056 -0.079
N -2.798 0.839 -1.637 0.2250 -0.2687 -0.0892 0.146
C 0.393 5.110 1.437 -0.1980 0.1265 0.3243 -0.201
C 1.775 -0.617 -0.585 0.0987 0.1863 0.2898 -0.151
I -2.400 1.000 1.201 0.1464 -0.1520 -0.1110 1.132
```
Positions in Å, forces in eV/Å.

## Properties
* highest occupied orbital energy: -11.849 eV
* HOMO-LUMO gap: 6.94 eV
* total charge: +1

Quick rundown of electronic energy, same order as above: -934.0258, -624.2421, -309.5386, -2429.2497 Ha